1.
ORCA calculation (the ωB97M-V functional and the def2-TZVPD basis) on a cluster of 13 separate species, C58H106F18N2O27 in total.

Structure (ORCA input):
```
! RIJCOSX wB97M-V def2-TZVPD def2/J DEFGRID3
* xyz 0 1
O -0.75672 0.74147 -6.30098
O -2.09525 6.13048 -3.59514
O 2.22334 6.62712 -3.46207
C 1.09205 1.48523 -1.08873
C 0.18499 3.81952 2.11942
H 1.99358 -3.14696 3.51997
O 5.56710 1.99557 -3.61212
H -2.52202 1.02051 -8.28044
C -0.51014 0.18034 -3.93142
C 4.41587 0.05170 -2.75908
H -2.44340 -3.70624 0.46311
H 4.41895 -2.00267 7.41844
C -2.34482 7.53939 -3.53887
H -2.16399 -3.39297 5.57516
H -1.24840 -0.85949 0.10280
C 0.90668 0.12629 4.98608
C 0.01056 0.02727 -5.33838
H -4.65579 -0.90658 -0.68686
N -7.96605 -5.76868 1.00947
H 0.44492 0.12590 -7.91825
H -0.69084 4.06281 -5.76864
C 0.75359 -5.78254 -0.21620
H 5.51646 -1.60126 6.04247
O 1.68198 -4.47803 5.00100
H -1.57960 0.84827 7.04545
H 3.44441 6.47744 1.12750
C 5.55850 3.35985 0.34507
H 1.70662 -6.45791 5.28350
F 3.63020 6.09292 -0.98682
O -0.76929 3.55298 -3.82341
C -2.40343 0.40949 2.64481
H 0.03912 -8.12322 7.91635
O -0.08707 -1.94870 1.43055
H -1.38598 8.03552 -3.35979
H -3.00327 0.19053 -4.83461
H 1.53293 -4.40635 7.40335
H -0.16530 6.15584 -4.42961
O -1.17004 -5.29664 -5.12175
C -1.18903 5.82381 -4.63631
F 1.73880 -5.06932 -6.01353
C 2.58388 -3.66621 4.27550
H 1.03004 0.40066 -5.51169
H -0.64999 -3.78728 -3.12547
O 0.15727 0.87153 5.91077
H -2.36306 -1.21670 -5.42477
C -1.55191 3.35364 -2.65819
C 2.19768 0.96241 4.79690
C -2.65516 -0.78535 -4.45959
H -2.62079 3.40381 -2.90493
C -2.63072 -5.44167 5.25282
C -1.97124 6.61342 -0.75092
H 6.59941 3.22221 -1.50506
F 1.23918 -4.82504 1.84316
H -6.17351 -2.28205 4.84177
C -3.20261 7.93086 -2.32554
H -3.51437 -1.23548 -3.97174
O 2.28855 4.93529 1.85306
H 1.08841 1.59570 -2.17649
C 0.60376 -5.35564 -6.73705
C 5.56284 3.24998 -1.16174
H -2.09470 -0.27084 1.85510
H 4.95013 6.53897 3.15987
C 2.07194 -4.87710 -2.02963
C -6.17396 -1.99356 2.60135
C 3.26745 -2.67699 5.21821
H 3.85033 4.52880 -6.34982
H -1.17378 -0.63760 6.22484
O -2.51822 7.86977 -1.10029
F 5.09708 -0.69598 -3.61651
O 5.01490 1.94670 -1.45194
H 2.12251 0.43310 1.00557
H 0.20334 1.94545 -0.65118
O -5.56017 -0.27280 6.32097
H -3.59447 8.93997 -2.44127
O 4.38003 -3.27874 5.82036
H -1.77246 6.55790 0.31628
F 1.46898 6.40936 -0.79226
H -2.77335 -5.64288 -4.03680
F 2.23473 4.41249 -0.80864
C 1.22308 -0.07814 0.63719
H 0.31558 0.10263 -3.22195
H -4.09841 7.29776 -2.27106
H 0.13645 -1.03815 -5.57458
C 3.20085 6.00618 2.08122
H 2.50109 -2.37882 5.94057
H 2.70698 -5.61174 7.86239
H 3.81044 2.17148 6.45875
F 0.76027 -4.84216 -7.94193
H -1.44080 2.32641 -2.31781
F -7.23514 1.77593 6.78727
H 3.42513 -1.74554 4.65942
O -3.47786 -1.91943 0.62727
H -2.30811 4.06714 -5.07599
O 1.55962 -4.84926 -0.69813
C 5.09949 -2.41005 6.65624
H 2.46395 3.03447 -4.92669
O -1.50375 0.67976 -9.89660
F 0.58086 -6.87936 1.89894
F 0.02499 2.79035 2.95291
C -1.98743 -4.19626 4.86364
H 0.59266 1.04786 -10.00225
H -5.66448 -2.92917 2.36821
H -2.02647 1.40472 2.38231
H 4.73210 4.37005 -4.72251
C 4.40594 5.62844 2.92039
O 1.23407 0.12307 -0.77803
H -5.25081 -4.35112 0.53610
H -0.95646 -0.76619 -7.67069
O 1.03105 5.48984 3.62098
C 0.44025 -5.72612 1.28559
H 4.81503 1.71209 5.11032
C -2.15418 0.74654 4.98881
H 5.03423 0.84468 6.53689
C -6.90970 1.59464 5.52155
C 1.15735 -1.57820 0.87960
C 1.24067 4.81887 2.64886
H 2.75803 -5.68848 -2.28864
H 5.43466 2.42283 0.88506
H 2.60428 1.02540 3.77867
C 5.07542 1.44767 -2.68035
C 0.80849 -7.62001 7.32108
H 6.49490 3.78322 0.70937
H -2.42537 -3.85688 3.92343
N -3.19102 -6.41592 5.49123
C 3.86165 4.72011 -5.27357
O 2.47928 4.37819 -3.28393
H -1.24003 -5.03127 -2.18339
H 1.18840 -0.84253 5.41155
F 0.50308 -6.67302 -6.69601
H 0.40276 0.38647 1.20175
C 2.17094 -5.59092 5.75523
H -1.48952 6.35275 -5.55142
H -5.18435 -5.66153 -0.56609
O -1.54872 -0.70599 -3.60339
C -5.83876 -1.64245 4.02390
O -0.69647 -3.40813 -6.19734
O -1.88340 -0.05191 3.85850
F -0.99205 4.43283 1.97471
H 1.98949 2.00443 5.07365
H 1.58718 -2.81458 -2.28544
F -6.25310 2.66974 5.08892
H 3.82833 5.81042 -5.28327
H -1.33166 2.19078 -8.45585
H 2.81024 -3.45907 -3.44855
H 4.07635 5.12299 3.82886
H 3.28953 -4.31804 3.74709
H -2.18728 -2.85876 1.91727
H -1.99939 1.80671 4.74124
H -0.92860 -4.38358 4.68063
H -7.24666 -2.00270 2.41181
F 3.17898 0.23838 -3.23973
O -6.25024 -0.26918 4.20147
O 3.13460 0.45259 5.72829
H -0.48425 1.98502 -11.08363
H 1.38065 -2.15858 -0.01674
C -1.26075 4.33025 -4.87572
H 1.93766 2.14187 -0.84778
H 3.24594 -5.67676 5.57997
H -3.05039 -1.50312 -1.31989
C -1.18893 0.45681 6.10914
H 5.02633 4.05586 -1.65618
O 0.25471 -6.63941 -0.88709
H 1.73466 -8.14601 7.56785
H -3.49627 0.49852 2.63395
H 5.88255 -2.94786 7.18960
H 1.97968 -1.76035 1.57655
O 0.76520 -6.26544 7.67130
H -0.86018 1.20514 -3.74161
F 4.34793 -0.50884 -1.56244
C -0.54245 -4.57756 -6.02637
F -8.01917 1.48235 4.78340
C -0.31924 1.01715 -10.60202
H -5.72941 -1.26851 1.91942
H -2.82333 -4.02348 -4.73103
H 0.42618 -7.79725 6.31103
H -1.03945 6.53402 -1.32435
C -2.32056 -2.68703 0.84382
C -2.17766 -4.75738 -4.25785
H 5.05448 4.91289 2.41208
C -5.84720 -4.86607 -0.22103
H -4.44960 -2.52032 -1.19934
C 2.30827 5.60739 -2.86058
C -1.08721 -1.88885 0.42971
H 2.76914 6.89498 2.55056
F 0.48282 3.28777 0.92275
C 2.45076 -3.45915 -2.41883
H 3.34866 -3.21988 -1.84258
F -0.82105 -5.32438 1.42939
H -3.17977 0.58894 5.33879
H 1.36161 -5.16105 -2.82356
H -0.10900 0.29627 -11.39350
H -1.31580 4.16958 -1.97724
C 2.61524 4.08393 -4.69786
C -0.60017 0.27359 -7.61329
C -6.12339 0.24327 5.40099
H -2.58669 5.76754 -1.07338
H -2.81874 7.82503 -4.47871
C 2.41981 5.63008 -1.31015
H -5.92644 -4.19894 -1.07458
C 1.83297 -5.43739 7.22454
H -0.71248 -2.40447 -0.46985
C -7.04587 -5.37323 0.45555
C -1.46356 1.10563 -8.54168
H -2.22969 -3.61013 -2.39317
H 1.73616 4.60969 -5.08834
C 4.23679 1.29846 5.94963
C -1.59068 -4.31459 -2.92712
H 4.71940 3.98297 0.66449
H 0.38324 -0.05575 4.04500
C -3.91791 -1.70806 -0.67946
H -4.76033 -1.82170 4.12694
*
```

As for the HOMO energy: -9.154 eV. The HOMO-LUMO gap is 0.3437 Eh. Its total energy is -6211.8217 hartree.

2.
ORCA calculation (the ωB97M-V functional and the def2-TZVPD basis) on a structure of composition C14H36N3O19S3V.

Structure (ORCA input):
```
! RIJCOSX wB97M-V def2-TZVPD def2/J DEFGRID3
* xyz 0 1
O 1.18584 3.13896 -0.64623
H -1.92296 1.54898 -1.50544
H -0.97129 -0.37457 0.36772
O -3.92321 3.92415 -2.17363
H -2.62623 -0.22376 2.11574
H -4.82370 -6.20575 0.41049
O -4.35121 1.11185 0.07601
C -4.91792 -4.12057 -0.11630
C -5.03715 -5.59070 -0.46120
O -3.18731 -1.86123 -0.44542
S -2.64992 -2.91920 0.33293
C 7.20689 -1.84862 -0.64538
O 5.37887 0.23644 -1.57448
O -1.46357 4.18876 -2.08007
H 0.48861 0.23396 -0.38556
O 0.76365 -2.32391 0.63108
H -1.73724 1.55860 -3.28942
H 9.08406 -1.13846 0.14036
H -0.56550 0.55909 5.40837
H -4.38658 -5.84413 -1.29753
H -1.20251 4.77101 -5.11363
O 2.67579 -3.71471 2.30273
H -6.05921 -5.82744 -0.75933
H -3.81739 0.80440 3.02523
H -0.60138 -3.76751 -0.42591
H 0.28840 4.52189 1.83512
O -0.79891 3.04782 5.49248
H 1.03005 1.12501 5.93838
C 4.39000 0.29684 0.84372
H -0.54855 3.39474 -4.18983
O 0.65809 3.02837 3.90683
O 1.10627 5.28766 -0.48096
H -1.14706 4.43867 0.65878
C 0.77767 -1.16343 1.21156
N 0.77441 4.17192 -0.15113
O 1.37931 -1.08173 2.29903
O -2.63683 3.66331 -4.16729
H -4.37053 -0.44770 1.95836
H 9.10927 -2.85252 -0.39598
H -1.42445 1.78660 -5.78079
O 0.77147 -3.23976 3.96561
N 0.01515 2.48666 4.78008
H -3.37924 1.35793 -2.58119
H 7.33274 -1.32923 -1.60169
C 8.52018 -2.06937 0.07197
H -1.98703 -4.93533 -0.66707
O 6.24629 -1.22076 0.20998
C -1.34925 3.72773 -4.84641
C -1.46303 2.83795 -6.07675
O -3.78176 -3.91606 0.77126
H -4.82149 -3.48450 -0.99641
C -0.18646 4.05355 0.98428
S -2.62918 3.53099 -2.58976
S 5.78404 0.25063 -0.20334
N -3.55741 1.24264 0.98193
C 0.04615 -0.04014 0.57411
H -5.81005 -3.74638 0.38659
H -0.32324 2.99107 1.14006
H 6.76256 -2.78554 -1.00328
O -2.68088 2.07759 1.03096
H -2.44174 3.00156 -6.53286
O 6.76203 1.17066 0.24013
C -1.62979 -3.91152 -0.74092
C -3.58248 0.28611 2.09974
C 0.33875 1.06510 5.09737
H -1.76397 -3.56732 -1.76119
H 3.67923 -0.41630 0.43553
H 4.73165 -0.08684 1.80287
H 4.01802 1.31146 0.91700
V 1.10914 -3.46642 2.42404
C -2.39084 1.78589 -2.45195
H -0.70865 3.00309 -6.84178
H 0.03436 0.84545 1.20289
H 0.85712 0.61951 4.25848
O -1.95950 -2.61384 1.54255
H 8.31058 -2.34940 1.10776
*
```

As for the HOMO energy: -10.429 eV. The HOMO-LUMO gap is 0.2944 Eh. Its total energy is -4287.1052 hartree.

3.
ORCA calculation (the ωB97M-V functional and the def2-TZVPD basis) on a structure of composition C12H24KN4OSV.

Structure (ORCA input):
```
! RIJCOSX wB97M-V def2-TZVPD def2/J DEFGRID3
* xyz 2 1
H -0.49330 -1.69899 -3.44895
H -0.86601 4.03872 -2.40169
H 0.60055 4.47413 0.40841
O 3.49069 -0.86376 1.74378
C -0.01222 3.57938 0.22084
H -1.40339 -4.81296 -0.55916
C -0.40801 -2.91212 -0.84206
C -1.68942 1.69516 -1.45837
S -1.24887 0.27667 1.68377
N -0.23300 1.61657 -1.28079
H -1.75228 -4.09528 -2.13375
C 0.47732 2.91366 -1.06844
N 1.72900 -0.30880 0.20413
H 0.60622 -3.43385 -2.70889
C -0.10121 -2.92730 0.65348
V -0.07947 -0.02804 -0.34479
H 1.68978 -2.78629 -1.45690
C 0.09799 0.20297 2.68500
C 0.80430 -3.41876 -1.62697
H 0.06871 2.91046 1.08667
H -2.52098 -3.44008 -0.65215
H -0.91636 -2.46359 1.22794
N 1.02057 0.14664 3.41689
C -1.59616 -3.85929 -1.07295
C 2.61015 -0.58675 1.00385
C 0.20655 3.83973 -2.26269
H -2.06112 -2.18360 -2.79244
H 0.62682 3.46410 -3.21630
K 0.69286 0.71968 -3.42732
C -1.25165 -1.44968 -2.66733
H -1.97814 1.75690 -2.53220
C 1.97596 2.62670 -0.98985
H 2.41244 2.31373 -1.95919
H 1.03935 -4.44082 -1.30454
H -2.15598 0.80034 -1.00383
H 0.84019 -2.41861 0.88584
H 2.47105 3.57037 -0.71720
H -1.05759 3.90661 0.14201
H 2.22361 1.86731 -0.23900
N -0.70215 -1.52129 -1.29141
H -0.00403 -3.97646 0.96249
H -2.12228 2.57707 -0.95285
H 0.69741 4.80325 -2.07087
H -1.72771 -0.47404 -2.89505
*
```

Its energy above the lowest of the compared OMol25 structures with the same formula, charge and spin is 0.000 eV. As for the HOMO energy (alpha / beta): -16.040 / -16.062 eV. The HOMO-LUMO gap (alpha / beta) is 0.2366 / 0.2398 Eh. Its total energy is -2707.4334 hartree.

4.
ORCA calculation (the ωB97M-V functional and the def2-TZVPD basis) on a cluster of 2 separate species, C7H9BF4N2O2PS in total.

Structure (ORCA input):
```
! RIJCOSX wB97M-V def2-TZVPD def2/J DEFGRID3
* xyz -1 1
H 0.03592 -0.61460 -1.64962
C 2.74196 1.56033 0.21926
P 3.13702 -1.72246 -0.00309
C 1.16546 -0.47194 1.42392
F -3.36260 2.92249 1.73806
H -2.11455 -0.07108 -1.00118
H 2.54770 0.40242 -1.59990
H -1.27769 -2.74179 -0.97657
H 0.95561 -2.11712 -1.58356
N 3.43311 2.28412 0.75530
C -0.68896 -2.18596 -0.19329
C -1.89179 -0.17435 0.08818
C 1.91666 0.68007 -0.71954
O -1.61473 -1.44725 0.59562
N 0.73169 -0.14085 2.41180
C 1.52544 -0.71564 -0.03143
F -4.89707 4.40901 0.83399
H 0.99775 1.19747 -1.06464
B -4.10660 3.25803 0.57397
F -4.95461 2.17044 0.22198
O -1.83439 0.74727 0.79940
H 3.97510 -1.35076 -1.09730
H 3.80378 -1.27100 1.17997
C 0.41543 -1.38018 -0.92853
H -0.20081 -2.98931 0.41160
F -3.21499 3.52842 -0.50270
S 2.86576 -3.63908 0.16505
*
```

As for the HOMO energy: -7.372 eV. The HOMO-LUMO gap is 0.3403 Eh. Its total energy is -1696.2281 hartree.

5.
ORCA calculation (the ωB97M-V functional and the def2-TZVPD basis) on the ion C8H6NO3 with charge -1.

Structure (ORCA input):
```
! RIJCOSX wB97M-V def2-TZVPD def2/J DEFGRID3
* xyz -1 1
C 0.86395 0.54076 1.01035
N -2.27750 1.86473 1.11408
C -1.73040 0.87988 0.96841
C -1.42393 -0.50327 1.00820
O -1.45842 -1.08901 2.12480
C -0.23470 0.75851 -1.31332
C -0.92662 -0.52497 -1.41452
H 0.45960 2.22106 -0.18222
C 0.41030 1.17592 -0.10639
H -0.12943 1.38014 -2.25069
C 1.72227 1.20595 1.99145
H 0.87029 -0.51596 1.13295
O 2.26913 2.32793 1.86898
O 2.12466 0.42969 3.08404
C -1.41451 -1.11207 -0.26847
H -1.00415 -0.99754 -2.34777
H 1.40373 -0.35194 3.10784
H -1.74209 -2.07355 -0.47155
*
```

Its energy above the lowest of the compared OMol25 structures with the same formula, charge and spin is 1.667 eV. As for the HOMO energy (alpha / beta): -3.397 / -3.396 eV. The HOMO-LUMO gap (alpha / beta) is 0.2451 / 0.2450 Eh. Its total energy is -588.8831 hartree.

6.
ORCA calculation (the ωB97M-V functional and the def2-TZVPD basis) on a structure of composition C30H32FeN2O3P.

Structure (ORCA input):
```
! RIJCOSX wB97M-V def2-TZVPD def2/J DEFGRID3
* xyz 1 5
H 0.16835 -2.96322 -3.29667
H -8.19723 -0.20921 -1.01300
C 0.84615 -2.12928 -3.52754
N 0.27313 -1.74806 -0.66953
H -2.12369 -2.26044 -3.07813
H -2.80399 -0.91739 -4.02324
N -2.12444 -1.49982 -0.56370
C -1.69703 -2.75265 -0.16878
C -3.05557 -1.78723 -3.39806
H 2.87027 2.07980 5.02564
C 0.06420 3.71144 2.43399
C 4.30120 -1.83462 -1.99058
H 6.29990 -2.66656 -1.96965
C -5.75745 -0.74746 -0.23021
C 1.63178 -1.77588 -1.13605
H -6.46491 -0.49906 0.56333
H -2.42077 -3.51426 0.08882
H -0.53319 0.25727 0.44854
H -3.58372 -2.50101 -4.05094
H 5.80747 -1.95381 -3.52304
H 3.28471 -1.45059 1.82736
C -3.97849 -0.98039 1.51968
Fe 2.94800 3.55122 2.57685
H 6.23835 -0.90166 -2.15075
C -3.94592 -1.39226 -2.25879
C 0.37846 2.40520 2.69668
H -7.68079 0.39207 -2.60665
C 2.24969 2.71505 4.37555
C -6.20224 -0.77663 -1.55355
H 0.94191 5.59364 1.83152
C 2.66760 -1.67185 -0.19671
H 1.77041 -0.60288 1.45155
C 3.25626 -1.96968 -2.90794
H -8.12080 -1.30857 -2.40792
O 5.40126 2.00059 2.63621
O 2.91251 2.56624 -0.18841
H -0.33681 1.59546 2.50858
C 2.85701 2.97591 0.90553
C 2.34955 -1.51606 1.25584
H -5.61900 -1.15076 -3.59184
C 5.73752 -1.84075 -2.43373
C -3.50126 -1.27680 -0.92567
O 4.64498 5.75769 1.59328
H 0.21729 -3.78557 -0.02325
H -4.81942 -0.66931 2.15047
H -0.93064 3.97158 2.05301
C 1.92458 -1.95401 -2.50079
H 2.03888 1.05946 3.01871
H -3.15588 -0.26992 1.67535
C -4.42804 -1.01154 0.09464
P -0.79440 -0.39777 -0.87996
H 2.23396 5.99428 3.79589
H 1.31636 -2.35091 -4.49836
C -5.28245 -1.11122 -2.55221
C -7.62620 -0.45981 -1.91364
C 4.40035 2.58234 2.74073
C 3.94192 4.94719 2.03418
C 1.85838 4.97684 3.65737
C 1.69165 2.08223 3.21369
H 4.79848 -1.58843 0.09008
H 3.49008 -2.08417 -3.96967
C -0.35973 -2.89301 -0.22749
H -3.63929 -1.96482 1.87186
H 2.30500 4.40733 5.70136
C 3.99004 -1.69125 -0.63665
H 1.77238 -2.36743 1.64547
C 1.02252 4.75623 2.54118
C 2.04784 4.04420 4.69878
H 0.23300 -1.22529 -3.65862
*
```

Its energy above the lowest of the compared OMol25 structures with the same formula, charge and spin is 0.000 eV. As for the HOMO energy (alpha / beta): -8.002 / -10.831 eV. As for the expectation value of S²: 6.120. The HOMO-LUMO gap (alpha / beta) is 0.1955 / 0.1955 Eh. Its total energy is -3102.2687 hartree.